Entry 1:
{"formula": "C16H25F3N3O5S", "method": "ωB97M-V/def2-TZVPD", "total_energy_ev": -50677.586, "total_charge": 1, "e_homo_ev": -13.2, "symbols": ["C", "C", "N", "N", "O", "C", "C", "C", "O", "C", "C", "C", "C", "F", "F", "F", "C", "S", "C", "O", "O", "C", "O", "H", "H", "H", "H", "H", "H", "H", "H", "H", "H", "H", "H", "H", "H", "H", "H", "H", "H", "C", "C", "C", "C", "N", "H", "H", "H", "H", "H", "H", "H"], "positions_angstrom": [[-2.44, -3.29, 3.96], [-1.95, -2.19, 2.89], [-0.60, -2.12, 2.50], [-0.28, -1.19, 1.60], [1.04, -1.17, 1.25], [1.87, -0.73, 2.37], [3.10, -1.76, 2.57], [3.60, -2.15, 1.07], [2.72, -3.00, 3.21], [-1.08, -0.25, 0.90], [-0.46, 0.77, -0.18], [-0.13, 2.20, 0.48], [0.05, 3.39, -0.57], [1.20, 4.16, -0.20], [-1.05, 4.30, -0.51], [0.24, 2.98, -1.90], [-2.63, -0.24, 1.22], [-3.82, 0.89, 0.36], [-5.34, 1.27, 1.33], [-3.21, 2.18, -0.10], [-4.28, 0.13, -0.88], [-3.11, -1.28, 2.30], [-4.45, -1.43, 2.71], [-3.16, -4.02, 3.44], [-3.10, -2.71, 4.72], [-1.58, -3.84, 4.45], [1.30, -0.51, 3.33], [2.35, 0.27, 2.04], [3.98, -1.30, 3.14], [4.63, -2.63, 1.06], [2.89, -2.92, 0.58], [3.63, -1.15, 0.49], [3.06, -3.04, 4.13], [0.46, 0.33, -0.69], [-1.25, 0.93, -1.01], [0.82, 2.13, 1.12], [-0.97, 2.48, 1.21], [-6.06, 1.89, 0.67], [-5.12, 1.90, 2.27], [-5.94, 0.33, 1.62], [-4.76, -0.61, 3.16], [2.81, 1.39, -6.45], [1.73, 1.03, -5.44], [2.26, 0.91, -4.01], [3.30, -0.17, -3.94], [4.12, -1.02, -3.88], [3.59, 0.62, -6.51], [2.39, 1.49, -7.45], [3.29, 2.34, -6.19], [1.26, 0.08, -5.75], [0.95, 1.79, -5.47], [1.44, 0.67, -3.33], [2.70, 1.86, -3.69]]}

---

Entry 2:
{"formula": "C16H25IN5RhS", "method": "ωB97M-V/def2-TZVPD", "total_energy_ev": -46377.456, "total_charge": 2, "relative_energy_kj_mol": 0.4, "multiplicity": 5, "e_homo_ev": [-13.0, -14.7], "symbols": ["Rh", "N", "C", "C", "N", "C", "C", "N", "H", "H", "H", "H", "H", "H", "H", "H", "H", "H", "H", "H", "H", "I", "C", "C", "C", "C", "C", "C", "C", "C", "C", "C", "H", "H", "H", "H", "H", "H", "C", "N", "C", "N", "S", "H", "H", "H", "H", "H", "H"], "positions_angstrom": [[0.14, 0.57, -0.07], [1.10, 0.13, 2.15], [2.36, -0.64, 2.03], [2.31, -1.55, 0.81], [1.93, -0.84, -0.42], [3.01, -0.10, -1.11], [3.22, 1.31, -0.56], [1.95, 2.04, -0.49], [1.24, 0.94, 2.74], [0.40, -0.43, 2.61], [2.56, -1.24, 2.91], [3.18, 0.07, 1.94], [1.56, -2.33, 0.98], [3.28, -2.05, 0.70], [1.58, -1.53, -1.08], [2.72, -0.03, -2.16], [3.95, -0.65, -1.07], [3.95, 1.81, -1.20], [3.66, 1.28, 0.43], [1.71, 2.43, -1.40], [2.04, 2.83, 0.14], [-1.32, 2.98, 1.03], [-2.26, 1.57, 2.26], [-2.89, 2.04, 3.40], [-3.62, 1.16, 4.20], [-3.72, -0.17, 3.85], [-3.10, -0.65, 2.69], [-3.23, -2.01, 2.31], [-2.64, -2.49, 1.14], [-1.90, -1.63, 0.35], [-1.61, -0.30, 0.74], [-2.32, 0.22, 1.87], [-2.83, 3.09, 3.67], [-4.10, 1.53, 5.10], [-4.29, -0.86, 4.47], [-3.83, -2.66, 2.92], [-2.78, -3.52, 0.85], [-1.48, -2.01, -0.58], [-3.51, 0.83, -4.86], [-2.19, 0.56, -4.31], [-1.85, 0.76, -3.04], [-2.77, 1.22, -2.19], [-0.24, 0.41, -2.54], [-3.49, 0.59, -5.92], [-3.77, 1.89, -4.76], [-4.27, 0.22, -4.38], [-1.46, 0.22, -4.91], [-3.70, 1.45, -2.48], [-2.50, 1.36, -1.23]]}